A 4-piece molecular cluster, C29H64ClINO15P3 overall at a distorted geometry. Source: the OMol25 dataset; level of theory: ωB97M-V/def2-TZVPD.

Properties
Max |F| (eV/Å): 8.6
Frontier orbital gap (Ha): 0.322
SMILES: CCC[C@H](C)OC(=O)N(CCCCl)CC(=O)I.CCOP(=O)(OCC)OCC.CCOP(=O)(OCC)OCC.CCOP(=O)(OCC)OCC
HOMO level (eV): -9.84

Last column: Mulliken charge in e.
Cartesian coordinates (Å):
C (2.446, 0.962, -4.754)  -1.18
C (1.758, 2.104, -3.960)  -0.48
C (0.310, 2.262, -4.492)  -0.18
C (0.130, 3.498, -5.386)  0.08
C (-0.011, 4.782, -4.574)  -1.10
O (-0.896, 3.320, -6.385)  -0.40
C (-2.154, 3.635, -6.000)  0.03
O (-2.837, 4.319, -6.723)  -0.59
N (-2.615, 3.068, -4.778)  0.87
C (-3.215, 1.751, -5.096)  -1.25
C (-3.903, 1.059, -3.926)  -0.35
C (-4.629, -0.175, -4.508)  -0.60
Cl (-6.260, 0.357, -5.044)  -0.21
C (-3.515, 3.968, -4.079)  -0.81
C (-3.072, 4.073, -2.605)  0.15
O (-2.937, 3.145, -1.875)  -0.43
I (-2.649, 6.052, -1.763)  -0.06
H (3.144, 0.461, -4.088)  0.31
H (1.702, 0.253, -5.106)  0.35
H (2.960, 1.342, -5.636)  0.30
H (1.706, 1.813, -2.916)  0.36
H (2.263, 3.058, -4.100)  0.32
H (-0.342, 2.392, -3.624)  -0.01
H (-0.067, 1.396, -5.034)  0.28
H (1.063, 3.586, -5.946)  0.50
H (-0.495, 5.585, -5.129)  0.38
H (0.956, 5.171, -4.263)  0.41
H (-0.562, 4.556, -3.663)  0.09
H (-3.848, 1.812, -5.989)  0.40
H (-2.385, 1.100, -5.385)  0.40
H (-4.673, 1.655, -3.452)  0.39
H (-3.141, 0.711, -3.233)  0.26
H (-4.711, -0.981, -3.788)  0.41
H (-4.072, -0.531, -5.371)  0.34
H (-3.459, 4.978, -4.476)  0.59
H (-4.564, 3.673, -4.108)  0.43
C (-5.045, 3.873, 1.883)  -0.79
C (-5.985, 4.242, 3.015)  -0.44
O (-5.294, 4.393, 4.249)  -0.36
P (-4.268, 5.654, 4.429)  1.11
O (-5.115, 6.868, 4.292)  -0.76
O (-4.011, 5.590, 6.038)  -0.35
C (-4.386, 6.670, 6.892)  -0.32
C (-5.805, 6.507, 7.403)  -1.02
O (-2.890, 4.768, 4.200)  -0.34
C (-1.927, 5.170, 3.211)  -0.08
C (-1.655, 6.660, 3.205)  -1.19
H (-4.405, 4.723, 1.621)  0.11
H (-5.601, 3.590, 0.989)  0.44
H (-4.396, 3.045, 2.172)  0.29
H (-6.537, 5.155, 2.777)  0.26
H (-6.714, 3.445, 3.161)  0.34
H (-4.254, 7.625, 6.385)  0.31
H (-3.689, 6.661, 7.732)  0.35
H (-6.496, 6.245, 6.603)  0.28
H (-6.150, 7.425, 7.881)  0.34
H (-5.849, 5.700, 8.137)  0.28
H (-2.258, 4.839, 2.222)  0.16
H (-1.006, 4.629, 3.434)  0.31
H (-2.558, 7.228, 2.951)  0.38
H (-0.892, 6.904, 2.467)  0.40
H (-1.317, 6.997, 4.186)  0.31
C (6.951, 0.526, -0.061)  -1.04
C (5.500, 0.971, -0.023)  -0.30
O (4.601, -0.127, -0.078)  -0.27
P (4.504, -1.163, 1.209)  1.05
O (3.915, -0.194, 2.186)  -0.77
O (3.129, -1.971, 0.803)  -0.34
C (1.975, -1.907, 1.640)  0.14
C (1.076, -0.746, 1.259)  -1.23
O (5.325, -2.305, 0.301)  -0.30
C (6.500, -2.941, 0.827)  -0.27
C (6.361, -3.355, 2.277)  -1.02
H (7.229, 0.033, 0.878)  0.23
H (7.617, 1.378, -0.196)  0.46
H (7.116, -0.184, -0.871)  0.23
H (5.305, 1.576, 0.868)  0.28
H (5.287, 1.591, -0.895)  0.31
H (2.263, -1.861, 2.689)  0.41
H (1.437, -2.848, 1.504)  -0.12
H (1.639, 0.176, 1.123)  0.30
H (0.313, -0.584, 2.022)  0.37
H (0.575, -0.955, 0.312)  0.30
H (7.362, -2.279, 0.699)  0.29
H (6.684, -3.821, 0.208)  0.31
H (6.208, -2.482, 2.926)  0.41
H (7.262, -3.865, 2.616)  0.40
H (5.508, -4.021, 2.411)  0.17
C (3.162, -5.227, 0.993)  -0.46
C (3.730, -6.553, 0.521)  -0.76
O (3.103, -7.663, 1.153)  -0.40
P (1.541, -7.996, 0.803)  1.12
O (1.523, -8.300, -0.651)  -0.76
O (1.406, -9.477, 1.470)  -0.35
C (1.104, -10.623, 0.676)  -0.31
C (2.365, -11.288, 0.158)  -1.02
O (0.928, -7.343, 2.196)  -0.35
C (-0.111, -6.354, 2.135)  0.15
C (-1.198, -6.684, 1.133)  -1.21
H (2.144, -5.090, 0.611)  0.35
H (3.762, -4.390, 0.637)  0.10
H (3.116, -5.190, 2.083)  0.34
H (3.647, -6.642, -0.566)  0.28
H (4.789, -6.609, 0.776)  0.34
H (0.430, -10.360, -0.139)  0.31
H (0.561, -11.316, 1.321)  0.35
H (3.062, -10.564, -0.262)  0.28
H (2.124, -12.029, -0.605)  0.34
H (2.886, -11.793, 0.974)  0.28
H (0.327, -5.376, 1.915)  -0.06
H (-0.540, -6.290, 3.135)  0.33
H (-0.800, -6.723, 0.112)  0.38
H (-1.979, -5.924, 1.155)  0.41
H (-1.645, -7.655, 1.351)  0.30